A cluster of 2 separate species, C3H8O2 in total. Source: the Open Molecules 2025 dataset; level of theory: ωB97M-V/def2-TZVPD.

For the HOMO energy, the calculation gives -8.8788 eV. Its structure (SMILES) is C=C(C)O.O. Its LUMO energy is 0.0234 Eh. The largest force on an atom comes out at 6.61 eV/Å. The value obtained for the orbital gap is 9.51 eV.

Structure (XYZ):
```
13
C3H8O2 | the Open Molecules 2025 dataset | ωB97M-V/def2-TZVPD
C -2.137 -0.069 1.787
C -0.931 -0.507 1.445
O -0.426 -1.630 1.956
C -0.121 -0.032 0.231
H -2.886 0.628 1.454
H -2.764 -0.638 2.537
H -0.888 -2.315 2.330
H 0.947 -0.407 0.527
H -0.411 -0.793 -0.520
H -0.109 0.939 -0.050
H 2.867 2.180 -3.408
H 3.217 0.956 -4.360
O 3.641 1.687 -3.928
```